No. 1
{"formula": "C9H4F8O3", "method": "ωB97M-V/def2-TZVPD", "homo_energy_ha": -0.4231, "smiles": "O=C1OC(=O)C(C(F)(F)C(F)(F)F)=C1CCC(F)(F)F", "largest_force_ev_per_a": 0.69, "total_charge": 0, "elements": ["O", "C", "O", "C", "O", "C", "C", "F", "F", "C", "F", "F", "F", "C", "C", "C", "C", "F", "F", "F", "H", "H", "H", "H"], "positions_angstrom": [[0.73, 1.40, 2.80], [0.86, 1.54, 1.63], [1.75, 2.42, 1.07], [1.75, 2.25, -0.29], [2.54, 2.77, -1.00], [0.67, 1.27, -0.61], [0.39, 0.92, -2.05], [0.65, 2.00, -2.83], [1.18, -0.12, -2.44], [-1.08, 0.53, -2.38], [-1.93, 1.35, -1.74], [-1.34, -0.73, -2.00], [-1.29, 0.63, -3.70], [0.18, 0.80, 0.53], [-0.79, -0.27, 0.87], [-0.18, -1.68, 0.69], [-0.34, -2.52, 1.92], [0.31, -2.00, 2.98], [0.14, -3.77, 1.72], [-1.64, -2.65, 2.29], [-1.08, -0.15, 1.91], [-1.70, -0.17, 0.28], [0.89, -1.61, 0.50], [-0.63, -2.21, -0.14]], "lowdin_charge": [0.214, -0.376, 0.176, -0.373, 0.213, 0.057, -0.352, 0.145, 0.142, -0.527, 0.172, 0.162, 0.191, -0.035, -0.078, -0.039, -0.604, 0.136, 0.130, 0.131, 0.127, 0.118, 0.142, 0.127]}



No. 2
{"formula": "C9H4OS2", "method": "ωB97M-V/def2-TZVPD", "homo_energy_ha": [-0.3057, -0.3057], "de_lowest_ev": 0.000, "largest_force_ev_per_a": 4.80, "total_charge": 0, "elements": ["C", "C", "C", "C", "C", "C", "C", "C", "C", "O", "S", "S", "H", "H", "H", "H"], "positions_angstrom": [[2.35, -0.11, 0.19], [0.12, 0.76, 0.01], [3.02, -1.24, -0.01], [-1.85, 2.11, -0.21], [0.89, -0.36, 0.06], [-1.28, 0.87, -0.18], [-2.53, 0.07, -0.10], [0.53, -1.70, -0.29], [-2.76, -1.13, 0.25], [-3.15, -2.23, 0.41], [1.86, -2.67, -0.13], [-3.50, 1.62, -0.07], [2.91, 0.79, 0.27], [0.72, 1.61, 0.13], [4.00, -1.50, -0.17], [-1.34, 3.11, -0.14]], "lowdin_charge": [-0.147, 0.015, -0.322, -0.355, -0.378, -0.329, -0.409, -0.389, -0.157, 0.194, 0.942, 0.985, 0.102, 0.106, 0.026, 0.114]}



No. 3
{"formula": "C9H51BClNO24", "method": "ωB97M-V/def2-TZVPD", "homo_energy_ha": -0.0812, "largest_force_ev_per_a": 7.08, "total_charge": -2, "elements": ["C", "O", "C", "C", "C", "C", "B", "C", "C", "O", "Cl", "O", "C", "N", "C", "O", "O", "H", "H", "H", "H", "H", "H", "H", "H", "H", "H", "H", "H", "H", "O", "H", "H", "O", "H", "H", "O", "H", "H", "O", "H", "H", "O", "H", "H", "O", "H", "H", "O", "H", "H", "O", "H", "H", "O", "H", "H", "O", "H", "H", "O", "H", "H", "O", "H", "H", "O", "H", "H", "O", "H", "H", "O", "H", "H", "O", "H", "H", "O", "H", "H", "O", "H", "H", "O", "H", "H"], "positions_angstrom": [[5.25, 0.04, -0.62], [4.26, -0.27, -1.58], [3.14, -0.90, -0.93], [2.11, 0.12, -0.50], [1.28, 0.68, -1.65], [-0.02, -0.11, -1.83], [-1.12, 0.09, -0.64], [-2.58, 0.62, -1.34], [-3.67, -0.12, -0.69], [-4.20, 0.16, 0.34], [-4.20, -1.64, -1.56], [-1.49, -1.24, 0.10], [-0.53, -1.88, 0.59], [0.35, -2.46, 1.09], [-0.71, 1.28, 0.39], [-0.47, 1.06, 1.60], [-0.69, 2.46, -0.08], [4.83, 0.66, 0.17], [5.61, -0.88, -0.16], [6.08, 0.59, -1.05], [2.68, -1.58, -1.64], [3.47, -1.41, -0.04], [1.51, -0.25, 0.32], [2.69, 0.95, -0.09], [1.15, 1.74, -1.58], [1.87, 0.54, -2.57], [-0.43, 0.18, -2.79], [0.29, -1.16, -1.98], [-2.77, 1.66, -1.12], [-2.65, 0.40, -2.39], [1.15, 4.28, 1.80], [0.47, 3.85, 1.26], [1.53, 3.54, 2.27], [-0.78, 2.70, -3.39], [-0.53, 2.82, -2.46], [-0.52, 3.51, -3.83], [7.06, 1.68, 1.09], [7.20, 1.79, 2.04], [7.47, 2.45, 0.71], [9.50, 2.26, 2.75], [10.08, 2.93, 3.12], [9.83, 1.43, 3.11], [-3.15, -3.82, 0.61], [-3.30, -3.98, 1.55], [-2.57, -3.05, 0.59], [-5.00, -1.54, 2.63], [-4.48, -1.31, 3.41], [-4.72, -0.90, 1.97], [-2.14, -6.64, 0.07], [-2.21, -5.67, 0.16], [-2.30, -6.97, 0.95], [4.96, -2.68, 0.55], [4.60, -3.51, 0.21], [5.03, -2.82, 1.50], [-7.40, -2.18, 0.64], [-6.68, -1.93, 1.23], [-7.11, -1.88, -0.22], [-6.45, 0.38, 4.11], [-6.25, -0.42, 3.58], [-6.88, 0.97, 3.49], [2.12, -3.41, 0.29], [1.96, -4.36, 0.41], [1.31, -3.00, 0.64], [1.13, 5.66, -0.79], [1.09, 6.60, -0.63], [0.94, 5.26, 0.07], [-7.34, 3.00, 6.07], [-7.14, 2.22, 5.54], [-7.77, 3.59, 5.46], [5.09, -3.12, -3.31], [4.96, -2.46, -2.62], [4.28, -3.07, -3.83], [-2.62, -3.25, 3.27], [-2.79, -3.47, 4.19], [-2.06, -2.47, 3.31], [-2.03, 4.98, 0.97], [-1.57, 4.20, 0.62], [-2.95, 4.73, 0.94], [-8.61, 0.15, -1.64], [-9.40, -0.37, -1.78], [-8.47, 0.12, -0.69], [5.39, -4.47, -6.19], [5.58, -4.33, -5.26], [6.09, -4.01, -6.65], [1.62, 5.38, -4.21], [1.46, 5.15, -3.29], [2.23, 6.12, -4.17]], "lowdin_charge": [-0.147, -0.188, -0.242, -0.161, -0.209, -0.092, -0.551, -0.077, -0.763, 0.020, 0.624, 0.087, -0.263, 0.227, -0.602, -0.041, -0.097, 0.074, 0.058, 0.069, 0.114, 0.071, 0.097, 0.111, 0.084, 0.108, 0.078, 0.103, 0.109, 0.086, -0.076, 0.000, 0.040, -0.056, 0.023, 0.014, -0.051, 0.018, 0.035, -0.049, 0.035, 0.041, -0.081, 0.010, -0.003, -0.060, 0.048, 0.025, -0.080, 0.003, 0.015, -0.071, 0.040, 0.050, -0.070, -0.002, 0.010, -0.070, 0.002, 0.032, -0.110, 0.016, -0.230, -0.058, 0.027, -0.002, -0.062, 0.006, 0.026, -0.062, 0.024, 0.041, -0.045, 0.047, 0.062, -0.084, -0.005, 0.017, -0.059, 0.028, 0.025, -0.065, 0.008, 0.027, -0.066, 0.016, 0.021]}